This record from the OMol25 dataset describes a molecular structure, C31H41BaN5O6PS3Te at a distorted geometry. The level of theory is ωB97M-V/def2-TZVPD.

```
! RIJCOSX wB97M-V def2-TZVPD def2/J DEFGRID3
* xyz -1 1
Ba -0.22 -0.71 -0.33
C -3.88 -0.81 3.29
S -3.36 0.81 3.79
C -1.08 1.21 1.96
S -0.50 -0.15 2.82
N -0.29 1.89 1.13
N -0.94 2.96 0.59
C -0.43 3.44 -0.47
C 0.73 2.93 -1.22
C 1.66 3.84 -1.74
C 2.82 3.36 -2.37
C 2.96 2.01 -2.53
C 2.00 1.16 -2.01
N 0.94 1.60 -1.33
H -4.70 -1.16 4.00
H -3.01 -1.49 3.35
H -4.28 -0.87 2.29
H -1.01 4.21 -0.95
H 1.46 4.92 -1.60
H 3.55 4.05 -2.80
H 3.82 1.60 -3.01
H 2.10 0.07 -2.02
O 1.17 -2.84 1.31
C 0.51 -4.13 1.15
C -1.03 -3.93 0.95
O -1.71 -4.91 1.27
O -1.37 -2.81 0.54
C 1.18 -4.70 -0.12
C 2.24 -4.04 -0.71
C 2.87 -4.47 -1.84
C 2.51 -5.67 -2.39
C 1.43 -6.39 -1.87
C 0.80 -5.90 -0.73
C 0.79 -5.13 2.29
C -0.01 -5.18 3.46
C 0.43 -5.89 4.58
C 1.56 -6.70 4.53
C 2.26 -6.78 3.35
C 1.85 -6.04 2.26
H 1.11 -2.60 2.25
H 2.69 -3.18 -0.23
H 3.63 -3.89 -2.36
H 3.02 -6.11 -3.24
H 1.12 -7.36 -2.33
H 0.00 -6.50 -0.29
H -0.95 -4.67 3.51
H -0.16 -5.89 5.52
H 1.86 -7.28 5.42
H 3.13 -7.41 3.30
H 2.47 -6.09 1.33
C 0.14 3.71 4.80
C 0.03 5.01 4.02
N 0.56 6.07 4.88
C 0.84 7.40 4.86
S -2.72 1.84 2.15
N 0.58 8.09 3.72
C 0.18 7.72 2.34
C -1.22 8.15 2.04
H -0.47 2.96 4.25
H -0.20 3.84 5.80
H 1.19 3.41 4.80
H -1.04 5.23 3.77
H 0.59 4.89 3.12
H 0.74 5.73 5.80
H 0.83 9.09 3.79
H 0.29 6.67 2.19
H 0.89 8.11 1.64
H -1.87 7.68 2.78
H -1.49 7.88 1.02
H -1.40 9.25 2.10
C -3.06 -2.86 -6.41
C -1.88 -2.28 -5.61
O -2.35 -1.22 -4.72
P -1.35 -0.67 -3.60
O -0.40 -1.66 -3.00
Te -2.81 0.76 -2.27
O -0.17 0.15 -4.42
C -0.33 1.51 -4.89
C -0.62 1.34 -6.34
H -2.67 -3.31 -7.36
H -3.76 -2.06 -6.64
H -3.63 -3.67 -5.92
H -1.15 -1.79 -6.27
H -1.33 -3.03 -5.03
H 0.64 2.02 -4.60
H -1.19 1.86 -4.31
H 0.24 0.84 -6.82
H -0.84 2.25 -6.93
H -1.52 0.71 -6.45
*
```



This record from the OMol25 dataset describes 5 unconnected molecules or ions with the total composition H9O5. The level of theory is ωB97M-V/def2-TZVPD.

```
! RIJCOSX wB97M-V def2-TZVPD def2/J DEFGRID3
* xyz -1 1
O -0.57 0.95 -0.18
H -1.00 1.81 -0.17
O 3.25 -2.24 0.40
H 2.56 -2.35 1.07
H 2.69 -1.85 -0.30
O -0.41 -0.52 1.86
H -0.49 0.18 1.06
H -1.06 -0.18 2.48
O 1.11 1.74 -2.12
H 0.48 1.28 -1.48
H 1.25 2.57 -1.63
O -2.96 -0.47 -0.54
H -2.30 0.24 -0.40
H -2.53 -1.18 -0.04
*
```



Asked for Kohn-Sham gap across the records above, the calculation gives 7.12; 9.33 eV in order.
Asked for highest occupied orbital energy across the records above, the calculation gives -5.21; -5.20 eV in order.